[1]
{
  "formula": "C2H3N5O",
  "method": "ωB97M-V/def2-TZVPD",
  "smiles": "[H]/N=c1\\nn[nH]nc1O",
  "multiplicity": 1,
  "fmax_ev_per_a": 4.9,
  "lumo_energy_ev": -0.63,
  "orbital_gap_ha": 0.320,
  "e_homo_ev": -9.3533,
  "elements": ["H", "N", "C", "N", "N", "N", "N", "C", "O", "H", "H"],
  "positions_angstrom": [[1.21747, -2.43411, 0.33020], [0.36175, -1.98363, 0.25761], [0.42601, -0.66731, -0.04688], [1.39793, 0.19862, 0.17268], [1.28726, 1.50778, 0.13705], [0.08901, 1.98934, -0.02769], [-1.02954, 1.16160, 0.07186], [-0.88028, -0.09888, -0.07348], [-1.83626, -0.91088, -0.43338], [0.13512, 3.05863, -0.06754], [-1.16847, -1.82114, -0.32042]],
  "atomic_forces_ev_per_a": [[2.014, -0.939, 0.343], [-1.667, 3.857, -2.464], [-1.032, -3.208, 3.337], [3.472, 1.865, 0.139], [-0.576, -1.745, -0.878], [0.504, -1.054, 1.161], [-0.878, 3.532, -0.972], [-0.370, 0.708, -2.265], [1.555, -1.968, 1.368], [-1.280, -2.268, 0.307], [-1.743, 1.219, -0.074]]
}


[2]
{
  "formula": "C2H3N5O",
  "method": "ωB97M-V/def2-TZVPD",
  "smiles": "O/N=C\\c1nn[nH]n1",
  "multiplicity": 1,
  "fmax_ev_per_a": 7.9,
  "lumo_energy_ev": 0.04,
  "orbital_gap_ha": 0.350,
  "e_homo_ev": -9.4913,
  "elements": ["O", "N", "C", "C", "N", "N", "N", "N", "H", "H", "H"],
  "positions_angstrom": [[-2.10656, -1.54834, -0.40318], [-0.88542, -2.13337, -0.39770], [0.22064, -1.40673, -0.26408], [0.48320, -0.05943, -0.12016], [-0.43304, 1.08864, -0.21960], [0.13078, 2.11468, 0.22606], [1.35996, 1.76950, 0.67385], [1.58385, 0.43604, 0.47848], [-2.76412, -2.04849, -0.87374], [1.19037, -2.06840, -0.42290], [1.91029, 2.37216, 1.49999]],
  "atomic_forces_ev_per_a": [[0.707, 2.683, 0.996], [2.561, 0.074, -0.635], [-1.084, -5.492, -1.712], [0.273, 7.493, 2.574], [0.164, -2.408, -1.072], [0.629, 0.305, 0.994], [1.074, -0.486, 1.581], [-0.367, 0.036, 0.110], [0.266, -1.213, -0.237], [-2.263, 1.305, 0.761], [-1.959, -2.297, -3.360]]
}


[3]
{
  "formula": "C2H3N5O",
  "method": "ωB97M-V/def2-TZVPD",
  "multiplicity": 1,
  "fmax_ev_per_a": 6.8,
  "lumo_energy_ev": -0.16,
  "orbital_gap_ha": 0.318,
  "e_homo_ev": -8.8064,
  "elements": ["C", "C", "H", "H", "H", "N", "N", "N", "N", "N", "O"],
  "positions_angstrom": [[-0.00429, -0.47980, -0.15310], [-0.77665, 0.94266, 0.03970], [3.05430, -0.37972, 0.71548], [1.95048, 1.19552, -0.43120], [-0.25773, 1.96708, -0.16266], [2.28944, -0.04944, 0.04784], [1.25468, -0.75958, -0.08418], [-2.01655, 1.00492, 0.00732], [-2.01170, -1.52142, 0.01732], [-0.74467, -1.73855, -0.03014], [-2.73731, -0.18167, 0.03364]],
  "atomic_forces_ev_per_a": [[0.892, 0.703, 1.145], [3.887, -1.063, -2.223], [-1.500, 1.085, -1.589], [2.369, -3.897, 2.660], [-0.746, -2.107, 0.819], [0.172, 5.818, -2.027], [-2.399, -2.416, 1.331], [-2.063, -0.330, 0.428], [2.058, -2.004, 0.280], [-4.851, 4.659, -0.607], [2.182, -0.448, -0.217]]
}